# 1
2 unconnected molecules or ions with the total composition C2H2Cl6, computed with ωB97M-V with the def2-TZVPD basis set.

Last column: Mulliken charge in e.
Element x y z (Å)
Cl1 -13.336869 9.096033 15.329616  -0.136
C1 -14.447306 7.731406 15.242808  0.158
Cl2 -14.523770 7.093025 13.602111  -0.103
Cl3 -16.041584 8.181173 15.818786  -0.104
H1 -14.069240 6.940258 15.873921  0.173
Cl4 -17.222994 2.765810 16.678457  -0.117
C2 -16.479626 3.624837 15.337276  0.066
Cl5 -14.851058 4.165987 15.763648  -0.120
Cl6 -17.487868 4.977419 14.818178  -0.101
H2 -16.378748 2.946377 14.502373  0.284

Cartesian forces, eV/Å:
0.1 0.0 0.0
0.1 -0.1 -0.1
0.0 0.0 -0.1
-0.1 0.1 0.1
0.0 0.0 0.1
0.0 -0.1 0.0
0.0 0.2 -0.1
0.0 0.0 0.1
0.1 -0.1 0.0
0.0 -0.1 0.0

Properties
Highest occupied orbital energy in eV: -11.036
SMILES string: ClC(Cl)Cl.ClC(Cl)Cl
LUMO level in eV: 0.54
Net charge: 0
Relative energy (zero: lowest compared OMol25 entry of this formula, charge and spin) in eV: 0.040
Kohn-Sham gap in eV: 11.58

***

# 2
4 unconnected molecules or ions with the total composition C28H55BClFNO6 at a distorted geometry, computed with ωB97M-V with the def2-TZVPD basis set.

Last column: Mulliken charge in e.
Element x y z (Å)
C1 -0.344095 4.634973 4.894890  -1.017
C2 1.087582 3.797075 5.022897  -0.169
C3 0.969234 2.425813 5.919191  -0.421
C4 1.890114 1.168817 5.350967  0.154
C5 3.395000 1.608883 4.872276  -0.437
C6 4.392775 0.368485 4.481036  -0.702
C7 3.777548 -0.710059 3.410535  -0.181
C8 4.138440 -0.401124 1.834697  -0.781
C9 3.529635 1.005425 1.252817  0.548
C10 2.503291 0.843054 -0.019841  -0.184
C11 0.961750 0.245411 0.169700  0.648
B1 0.341454 -0.257926 1.633536  0.134
C12 -0.609757 0.874430 2.423162  -0.502
O1 0.602157 -1.621398 2.136796  -0.627
C13 -0.102221 0.121466 -1.113921  0.215
C14 -1.638841 -0.495766 -0.887543  -0.841
C15 -1.626305 -2.158689 -0.741955  -0.166
F1 -1.038766 -2.764998 -1.963851  -0.325
C16 0.462921 0.650073 -2.563367  0.134
C17 -0.603414 0.579217 -3.836002  -0.307
C18 -1.692904 1.814827 -3.547726  -0.545
C19 -1.794617 2.884488 -4.785869  -0.251
O2 -1.960419 4.241242 -4.170090  -0.533
C20 2.005813 1.201769 -2.653891  -0.344
N1 2.936638 1.285439 -1.425844  0.265
C21 4.336592 1.852677 -1.733057  -0.787
C22 4.404591 3.483342 -1.465469  0.605
O3 5.116261 3.921596 -0.391270  -0.438
Cl1 3.537957 4.647199 -2.630968  -0.109
H1 -1.218675 3.994695 4.451637  0.192
H2 -0.649600 5.167066 5.899312  0.266
H3 -0.128954 5.515733 4.119998  0.325
H4 1.836614 4.544010 5.570114  0.353
H5 1.407081 3.548198 3.919006  0.038
H6 1.302261 2.693900 7.016226  0.353
H7 -0.171385 2.136327 5.968561  0.041
H8 1.303055 0.692845 4.446259  -0.400
H9 1.942570 0.318588 6.185291  0.317
H10 3.894923 2.152177 5.810433  0.389
H11 3.332702 2.460376 4.038039  0.168
H12 5.452878 0.775429 4.158334  0.274
H13 4.584748 -0.238359 5.489957  0.334
H14 4.295566 -1.756125 3.661034  0.340
H15 2.626825 -0.881633 3.608407  -0.063
H16 3.888068 -1.334204 1.133415  0.338
H17 5.326068 -0.302622 1.781345  0.370
H18 2.901060 1.512605 2.122398  -0.676
H19 4.437511 1.736008 1.052994  0.465
H20 0.027927 1.768836 2.860694  -0.011
H21 -1.273479 1.356540 1.560562  0.240
H22 -1.292783 0.367009 3.237971  0.262
H23 0.246116 -1.690834 3.074341  0.355
H24 -2.341070 -0.286441 -1.829725  0.087
H25 -2.192829 0.010463 0.027803  0.341
H26 -2.757329 -2.508421 -0.642180  0.327
H27 -1.080903 -2.518115 0.235022  0.203
H28 -1.263463 -0.411808 -3.782616  -0.249
H29 -0.102026 0.750249 -4.879471  0.507
H30 -1.426331 2.411980 -2.549005  0.303
H31 -2.767931 1.373088 -3.381129  0.275
H32 -0.803782 2.833426 -5.419387  0.234
H33 -2.766691 2.653779 -5.425291  0.231
H34 -2.646925 4.208006 -3.439703  0.308
H35 2.413880 1.555241 -3.717339  0.320
H36 5.151052 1.247477 -1.115068  0.371
H37 4.555453 1.616716 -2.882656  0.444
C23 -3.862980 2.376908 7.154858  -1.119
C24 -3.521802 3.625888 6.368971  -0.042
O4 -3.611359 3.362478 4.976538  -0.501
H38 -3.183374 1.559559 6.892453  0.261
H39 -3.794160 2.562055 8.230538  0.325
H40 -4.876588 2.036095 6.919813  0.353
H41 -2.500631 3.950402 6.590122  0.117
H42 -4.205117 4.444163 6.616234  0.318
H43 -4.524009 3.083211 4.789192  0.286
C25 -1.939078 -4.659178 -5.546657  -0.868
C26 -3.006848 -3.830390 -4.863321  0.086
O5 -3.770245 -3.127959 -5.832904  -0.538
H44 -1.277556 -4.020241 -6.140735  0.263
H45 -1.338596 -5.203595 -4.812399  0.352
H46 -2.390320 -5.379402 -6.236918  0.236
H47 -2.550854 -3.097357 -4.191205  -0.122
H48 -3.680295 -4.463614 -4.277550  0.254
H49 -4.177711 -3.788119 -6.419570  0.330
C27 -1.704740 -8.778685 -7.547861  -1.015
C28 -2.319464 -7.720209 -8.439890  -0.253
O6 -1.809960 -6.440235 -8.095877  -0.489
H50 -1.922332 -8.568784 -6.495542  0.247
H51 -2.090741 -9.771096 -7.797316  0.342
H52 -0.614840 -8.787796 -7.651962  0.328
H53 -3.406362 -7.699547 -8.316463  0.280
H54 -2.095409 -7.915919 -9.493042  0.285
H55 -0.845247 -6.466580 -8.216923  0.273

Cartesian forces, eV/Å:
0.8 0.6 -0.6
-0.8 0.5 0.4
0.2 0.4 0.1
-0.5 -0.2 -0.1
0.2 0.8 0.9
-0.3 -0.3 0.7
0.6 -0.8 0.1
0.9 -0.6 0.0
-0.5 0.4 0.3
-2.4 -0.3 -2.2
1.0 0.6 -3.9
0.3 -0.8 1.2
-0.1 -0.2 -0.7
-1.1 3.6 0.0
3.8 1.6 0.1
0.2 -0.4 -1.0
-0.7 0.4 0.3
-1.2 1.5 2.7
2.0 -0.4 2.4
-0.5 0.8 1.4
-0.3 0.2 0.0
-0.8 -0.2 1.3
-0.3 -1.6 -0.1
-2.9 -1.4 2.2
-3.2 -1.0 -0.2
0.3 -0.4 -0.8
4.1 1.7 6.1
-5.2 -2.9 -7.8
1.3 -2.0 1.8
1.7 1.1 1.0
0.6 -1.3 -1.9
-0.6 -1.8 1.7
-1.3 -1.7 -1.6
-0.3 0.6 2.2
-0.6 -0.6 -2.1
2.3 0.3 -0.1
1.2 0.9 1.7
0.0 1.9 -1.8
-1.0 -1.1 -2.0
0.1 -2.0 1.7
-2.2 -0.8 0.4
-0.5 1.3 -2.2
-1.1 2.2 -0.7
2.4 0.5 -0.6
0.2 2.1 1.6
-2.6 -0.2 0.1
1.1 -1.0 -1.9
-2.2 -1.4 0.0
-1.3 -1.9 -0.7
1.2 -0.9 2.0
1.3 1.3 -1.5
0.5 0.1 -1.7
1.9 -0.2 2.0
1.5 -1.2 -1.7
2.5 0.7 -0.6
-0.6 0.6 -2.3
2.1 1.9 -0.2
-0.8 -0.6 2.2
-0.4 -1.3 -2.3
2.1 0.7 -0.3
-2.1 0.6 1.2
2.3 0.4 1.1
1.1 -0.3 -1.5
-0.7 -0.8 2.8
-1.9 1.8 -1.1
-0.6 0.7 2.6
0.1 -0.1 0.2
-0.3 -0.2 0.2
-0.2 -0.1 -0.5
0.0 0.1 0.1
-0.1 -0.1 -0.1
0.0 0.1 0.1
-0.2 0.0 -0.2
0.1 0.0 0.2
0.5 0.2 0.1
0.0 -0.1 0.1
0.1 -0.2 -0.3
-0.3 0.1 -0.2
-0.1 0.0 0.1
0.0 0.0 -0.1
0.1 0.1 0.2
-0.2 0.1 -0.1
0.1 -0.1 0.2
0.3 0.4 0.3
-0.1 -0.2 0.1
0.3 -0.2 0.0
0.3 0.2 -0.2
-0.1 0.0 -0.2
0.1 0.1 0.1
-0.1 -0.1 -0.1
0.2 0.2 0.0
-0.2 -0.2 0.0
-0.5 0.0 0.1

Properties
Highest occupied orbital energy in eV: -11.654
LUMO level in eV: -4.47
Net charge: +1
Relative energy (zero: lowest compared OMol25 entry of this formula, charge and spin) in eV: 13.586
Kohn-Sham gap in eV: 7.18

***

# 3
A molecular structure, C19H39N3O6RhSSbSi3 at a distorted geometry, computed with ωB97M-V with the def2-TZVPD basis set.

Last column: Mulliken charge in e.
Element x y z (Å)
Rh1 -0.851409 0.763198 -1.479079  -0.626
O1 -0.908427 5.912338 1.267564  -0.552
C1 -2.118301 5.540610 0.870985  0.436
O2 -3.091434 6.232060 1.029354  -0.608
C2 -2.241256 4.195759 0.240848  1.067
C3 -3.454657 3.590971 -0.032368  -0.575
N1 -3.193709 2.393410 -0.575953  -0.083
N2 -1.885693 2.187863 -0.666442  0.534
C4 -1.277153 3.271299 -0.200538  -1.123
C5 0.225698 3.284145 -0.275135  0.780
O3 0.857062 4.090767 0.408544  -0.815
O4 0.699726 2.419565 -1.084025  -0.683
H1 -0.210160 5.245188 1.028142  0.438
H2 -4.457026 3.950256 0.123756  0.530
H3 -3.804347 1.671374 -0.950569  0.075
O5 0.861805 -1.209478 -4.415886  -0.686
C6 1.149413 -0.516729 -3.464500  0.115
O6 0.721816 -0.607160 -2.247225  0.131
C7 2.152603 0.641841 -3.709834  0.450
N3 2.617004 1.166515 -2.371947  0.446
C8 4.099156 1.248427 -2.398759  -0.638
C9 4.471964 0.086312 -3.304316  -0.541
C10 3.438414 0.209447 -4.425303  -1.014
H4 1.620491 1.429627 -4.239480  0.312
H5 2.261544 0.440644 -1.722793  -0.169
H6 2.101565 2.010785 -2.053325  0.306
H7 4.492643 1.207010 -1.387093  0.358
H8 4.375252 2.203149 -2.846509  0.371
H9 4.350849 -0.857925 -2.766561  0.257
H10 5.499657 0.147885 -3.655375  0.421
H11 3.260792 -0.713079 -4.972336  0.435
H12 3.756319 0.972718 -5.136769  0.343
C11 1.566661 1.246597 2.497362  -0.958
Si1 1.441312 -0.557034 2.035153  0.536
C12 3.000190 -1.100285 1.136038  -0.896
C13 1.169980 -1.607396 3.558006  -0.946
Sb1 -0.577223 -0.864027 0.517936  0.059
Si2 -2.544760 -0.500727 2.103634  0.946
C14 -4.091190 -0.770096 1.088503  -1.100
C15 -2.394024 1.284518 2.676310  -0.755
C16 -2.585674 -1.635378 3.598885  -1.215
Si3 -0.585296 -3.288220 -0.320291  0.442
C17 -0.695614 -4.379759 1.203253  -0.941
C18 0.969252 -3.693935 -1.261108  -1.001
C19 -2.081201 -3.489517 -1.397497  -0.949
H13 2.492033 1.426579 3.051955  0.468
H14 0.732720 1.555664 3.131017  0.267
H15 1.569878 1.896334 1.620645  0.091
H16 3.686009 -1.586865 1.833381  0.459
H17 3.516754 -0.233391 0.721284  0.175
H18 2.800755 -1.797528 0.321625  0.151
H19 2.052847 -1.564909 4.201562  0.412
H20 0.982979 -2.653469 3.307784  0.215
H21 0.316198 -1.244944 4.132447  0.202
H22 -3.960727 -0.462573 0.047635  0.187
H23 -4.926177 -0.218440 1.529343  0.432
H24 -4.363920 -1.827989 1.069433  0.331
H25 -1.753885 1.884883 2.029518  -0.142
H26 -1.982645 1.334484 3.686645  0.425
H27 -3.377907 1.759854 2.696746  0.404
H28 -2.179192 -2.626752 3.402640  0.255
H29 -3.624253 -1.760848 3.915360  0.371
H30 -2.032637 -1.207954 4.436540  0.361
H31 0.277514 -4.478791 1.689666  0.266
H32 -1.024081 -5.381106 0.912862  0.390
H33 -1.404607 -4.000955 1.938971  0.107
H34 1.877016 -3.530333 -0.678816  0.302
H35 1.025881 -3.110418 -2.179972  0.129
H36 0.928824 -4.756395 -1.520647  0.463
H37 -3.011307 -3.328247 -0.849367  0.269
H38 -2.088839 -4.506884 -1.800619  0.409
H39 -2.056155 -2.781725 -2.228122  0.231
S1 -2.585690 -0.050812 -2.442773  -0.547

Cartesian forces, eV/Å:
1.3 -0.6 -0.2
0.0 0.0 -0.1
0.0 0.0 0.0
0.0 0.0 0.0
-0.1 0.0 0.0
0.1 0.0 0.0
-0.2 0.0 0.3
-0.4 0.7 0.0
0.1 -0.1 0.2
-0.2 0.0 -0.1
0.0 0.1 -0.1
0.2 -0.1 0.4
0.0 0.0 0.0
0.0 0.0 0.0
0.1 -0.1 -0.2
0.1 -0.1 0.1
-0.4 0.1 -0.2
-0.1 0.2 0.0
0.1 0.0 0.0
-0.3 -0.1 0.0
0.0 0.0 0.0
0.0 0.0 0.0
0.0 0.0 -0.1
0.0 0.0 0.0
0.0 0.1 0.0
0.1 -0.1 0.1
0.0 0.0 0.1
0.0 0.0 0.0
0.0 0.0 0.0
0.0 0.0 0.0
0.0 0.0 0.0
0.0 0.0 0.0
0.0 0.0 0.0
0.1 0.1 0.0
0.0 0.0 -0.1
0.0 -0.1 0.0
-0.2 0.2 -0.2
-0.2 0.1 0.0
0.0 -0.1 -0.1
0.0 0.0 0.0
0.1 0.0 0.0
-0.1 -0.1 0.0
0.1 0.0 0.0
0.0 0.0 0.0
0.0 0.0 0.0
0.0 0.0 0.0
0.0 0.0 0.0
0.1 0.0 0.0
0.0 0.0 0.0
0.0 0.1 0.0
0.0 0.0 0.0
0.0 0.0 0.0
0.0 0.0 0.0
0.0 0.0 0.0
0.0 0.0 0.0
0.0 0.0 0.0
0.0 0.0 0.0
0.0 0.0 0.0
0.0 0.0 0.0
0.0 0.0 0.0
0.0 0.0 0.0
0.0 0.0 0.0
0.0 0.0 0.0
0.0 0.0 0.0
0.0 0.0 0.0
0.0 0.0 0.0
0.0 0.0 0.0
0.0 0.0 0.0
0.0 0.0 0.0
0.0 0.0 0.0
0.0 0.0 0.0
0.0 0.0 0.0
-0.3 -0.3 -0.1

Properties
Highest occupied orbital energy (spin up / spin down) in eV: -7.099 / -7.136
LUMO level (spin up / spin down) in eV: -0.71 / -0.70
Net charge: 0
Relative energy (zero: lowest compared OMol25 entry of this formula, charge and spin) in eV: 0.362
Kohn-Sham gap (spin up / spin down) in eV: 6.39 / 6.43